A structure of composition C18H40N5PdSi2 in a non-equilibrium geometry. Source: the OMol25 dataset; level of theory: ωB97M-V/def2-TZVPD.

```
66
Properties=species:S:1:pos:R:3:lowdin_charge:R:1
Pd 0.693 -1.052 0.266 0.927
N 0.594 0.809 1.705 0.024
C 0.660 0.331 3.098 -0.187
C 0.104 -1.062 3.158 -0.159
N 0.787 -1.973 2.198 -0.218
C 0.023 -3.246 2.104 -0.163
C 0.524 -4.099 0.979 -0.186
N 0.460 -3.289 -0.254 0.024
C 2.222 -2.226 2.602 -0.123
C 3.216 -2.236 1.458 -0.218
N 3.061 -0.984 0.711 -0.017
H 1.283 1.536 1.540 0.081
H -0.313 1.236 1.532 0.042
H 0.091 0.969 3.777 0.144
H 1.695 0.365 3.432 0.121
H -0.958 -1.052 2.908 0.123
H 0.197 -1.455 4.176 0.158
H -1.028 -2.999 1.946 0.128
H 0.098 -3.790 3.050 0.154
H -0.091 -4.996 0.910 0.147
H 1.547 -4.429 1.147 0.119
H -0.482 -3.349 -0.636 0.104
H 1.071 -3.672 -0.970 0.106
H 2.272 -3.181 3.129 0.147
H 2.522 -1.457 3.311 0.124
H 3.033 -3.064 0.777 0.101
H 4.220 -2.368 1.866 0.141
H 3.668 -0.967 -0.104 0.100
H 3.345 -0.196 1.285 0.092
C -0.649 4.005 -2.438 -0.109
Si 0.032 3.088 -0.969 0.539
C 1.826 2.569 -1.108 -0.147
C -0.286 3.959 0.643 -0.143
C -0.864 1.349 -1.091 -0.004
C -0.315 0.467 -2.127 -0.371
C -0.686 0.638 -3.453 0.010
C -0.104 -0.175 -4.413 0.030
C 0.844 -1.113 -4.032 0.006
C 1.145 -1.234 -2.695 -0.091
N 0.566 -0.475 -1.749 -0.022
Si -2.624 0.866 -0.398 0.528
C -3.036 1.457 1.314 -0.144
C -3.797 1.557 -1.663 -0.108
C -2.423 -0.996 -0.333 -0.164
H -0.065 4.930 -2.497 0.077
H -1.696 4.280 -2.296 0.056
H -0.542 3.477 -3.384 0.042
H 2.461 3.366 -0.713 0.063
H 2.108 2.410 -2.152 0.058
H 2.035 1.649 -0.559 -0.001
H -0.428 5.023 0.435 0.066
H 0.566 3.883 1.320 0.047
H -1.178 3.627 1.170 0.018
H -1.412 1.392 -3.725 0.125
H -0.385 -0.067 -5.454 0.144
H 1.344 -1.739 -4.758 0.137
H 1.886 -1.945 -2.355 0.117
H -2.967 2.535 1.449 0.040
H -2.473 0.964 2.110 0.032
H -4.088 1.197 1.473 0.071
H -3.772 2.648 -1.671 0.055
H -4.798 1.247 -1.348 0.075
H -3.628 1.190 -2.675 0.048
H -1.444 -1.239 0.119 -0.038
H -2.444 -1.440 -1.332 0.057
H -3.220 -1.454 0.257 0.064
```

charge: +3
energy relative to the best compared isomer or geometry (same formula, charge and spin): 1.084 eV
LUMO (alpha / beta): -11.97 / -11.96 eV
highest occupied orbital energy (alpha / beta): -0.652 / -0.652 Eh

=====

A structure of composition C18H40NiOP2Si in a non-equilibrium geometry. Source: the OMol25 dataset; level of theory: ωB97M-V/def2-TZVPD.

```
63
Properties=species:S:1:pos:R:3:lowdin_charge:R:1
P 2.099 -1.498 -2.112 0.880
P -1.227 -1.882 -2.632 0.865
C 1.389 -2.740 -3.299 -0.416
C 0.026 -2.355 -3.898 -0.406
H 1.359 -3.703 -2.763 0.076
H 2.134 -2.802 -4.102 0.068
H 0.097 -1.526 -4.628 0.080
H -0.383 -3.239 -4.408 0.076
C -1.743 -3.558 -2.055 -0.269
H -2.583 -3.447 -1.345 0.052
H -0.890 -4.069 -1.570 0.046
H -2.076 -4.140 -2.934 0.041
C -2.642 -1.412 -3.699 -0.276
H -2.982 -2.307 -4.255 0.039
H -2.303 -0.630 -4.403 0.043
H -3.460 -1.039 -3.049 0.044
C 3.695 -2.324 -1.788 -0.274
H 4.308 -1.699 -1.116 0.043
H 4.194 -2.440 -2.763 0.037
H 3.501 -3.311 -1.343 0.044
C 2.652 -0.265 -3.379 -0.252
H 1.788 0.134 -3.938 0.036
H 3.313 -0.814 -4.072 0.040
H 3.214 0.548 -2.888 0.049
Ni 0.651 1.231 1.633 0.636
C -2.061 0.632 0.007 -0.089
C -1.635 -0.385 0.800 -0.146
C -0.769 -1.571 0.523 -0.211
C 0.799 -1.545 0.824 -0.194
C 1.679 -0.429 0.360 -0.257
C 1.350 0.622 -0.514 -0.234
C 0.157 0.618 -1.417 -0.284
C -1.158 1.368 -1.000 -0.174
C 2.152 2.193 2.233 -0.200
H -2.999 1.151 0.298 0.114
H -1.986 -0.326 1.841 0.101
H -0.894 -1.908 -0.528 -0.017
H -1.177 -2.416 1.124 0.121
H 0.884 -1.608 1.927 0.118
H 1.245 -2.494 0.464 0.105
H 2.760 -0.488 0.662 0.130
H 2.116 1.415 -0.607 0.112
H -0.209 -0.442 -1.468 -0.043
H 0.474 0.930 -2.440 0.108
H -0.869 2.415 -0.762 0.118
H -1.807 1.434 -1.892 0.096
H 1.794 3.246 2.272 0.011
H 2.870 1.974 1.421 -0.018
H 2.378 1.756 3.219 0.006
C -2.449 1.904 5.242 -0.196
Si -1.234 2.732 4.025 0.239
C -2.047 4.410 3.587 -0.190
C 0.306 3.137 5.059 -0.183
O -0.961 1.830 2.736 -0.407
H -2.738 2.586 6.067 0.026
H -1.970 1.009 5.683 0.019
H -3.369 1.576 4.722 0.021
H -2.263 4.945 4.526 0.020
H -1.389 5.036 2.967 0.017
H -2.989 4.277 3.036 0.018
H 0.580 2.342 5.777 0.028
H 1.175 3.297 4.400 -0.011
H 0.124 4.065 5.633 0.028
```

energy relative to the best compared isomer or geometry (same formula, charge and spin): 0.000 eV
2S+1: 3
LUMO (alpha / beta): 0.33 / -0.05 eV
highest occupied orbital energy (alpha / beta): -0.261 / -0.287 Eh

=====

A cluster of 2 separate species, C18H40O5P in total in a non-equilibrium geometry. Source: the OMol25 dataset; level of theory: ωB97M-V/def2-TZVPD.

```
64
Properties=species:S:1:pos:R:3:lowdin_charge:R:1
C 2.712 -1.831 0.784 -0.145
C 3.184 -1.814 -0.684 -0.428
C 4.647 -2.331 -0.701 -0.124
C 2.318 -2.749 -1.634 -0.238
C 1.298 -3.633 -0.892 -0.251
O -0.067 -3.106 -1.151 -0.262
C -0.951 -4.168 -0.965 -0.279
C -2.434 -3.672 -0.756 -0.315
C -2.963 -4.370 0.524 -0.075
C -2.452 -2.132 -0.699 -0.163
C -3.865 -1.493 -0.592 -0.407
C -4.388 -1.332 0.870 -0.088
C -4.924 -2.179 -1.481 -0.101
H 3.356 -1.201 1.429 0.057
H 2.769 -2.841 1.207 0.050
H 1.667 -1.519 0.919 0.059
H 3.133 -0.798 -1.110 0.102
H 4.693 -3.256 -0.112 0.073
H 5.374 -1.600 -0.314 0.058
H 4.931 -2.557 -1.741 0.057
H 3.028 -3.452 -2.106 0.074
H 1.867 -2.152 -2.455 0.087
H 1.317 -4.621 -1.420 0.021
H -0.908 -4.901 -1.798 0.108
H -0.600 -4.696 -0.055 0.084
H -3.037 -4.028 -1.602 0.113
H -2.194 -4.561 1.282 0.072
H -3.345 -5.362 0.223 0.074
H -3.802 -3.859 1.016 0.047
H -2.044 -1.787 -1.662 0.112
H -1.764 -1.732 0.057 0.119
H -3.756 -0.470 -0.992 0.116
H -5.253 -2.008 0.992 0.061
H -4.724 -0.319 1.113 0.064
H -3.634 -1.711 1.572 0.066
H -5.769 -1.474 -1.569 0.071
H -4.552 -2.337 -2.503 0.077
H -5.327 -3.102 -1.046 0.071
O -1.028 3.681 -0.047 -0.222
P 0.204 3.546 0.810 0.649
O 0.995 4.960 0.482 -0.220
C 0.289 6.188 0.419 -0.299
C 0.133 6.807 1.796 -0.082
O 1.046 2.490 -0.130 -0.233
C 0.368 1.377 -0.736 -0.271
C 0.317 1.571 -2.234 -0.071
O 1.165 3.170 2.106 -0.233
C 2.589 3.272 1.998 -0.276
C 3.096 4.267 3.023 -0.068
H -0.684 6.067 -0.059 0.103
H 0.874 6.855 -0.218 0.117
H -0.377 6.121 2.476 0.076
H -0.439 7.736 1.738 0.074
H 1.108 7.032 2.231 0.066
H -0.633 1.248 -0.321 0.103
H 0.937 0.477 -0.496 0.108
H -0.194 2.502 -2.488 0.069
H -0.200 0.741 -2.718 0.076
H 1.327 1.641 -2.642 0.075
H 2.908 3.559 1.000 0.108
H 3.002 2.283 2.202 0.126
H 2.509 5.186 2.993 0.058
H 4.142 4.515 2.835 0.078
H 3.006 3.864 4.033 0.075
```

charge: -1
LUMO: 1.48 eV
highest occupied orbital energy: -0.044 Eh